54
Properties=species:S:1:pos:R:3:forces:R:3:lowdin_spin:R:1 method="wB97M-V/def2-TZVPD" e_homo_ev="-10.81 / -11.15" multiplicity=3 max_force_ha_per_bohr=0.0123 relative_energy_ev=0.5847 total_charge=+1 s2=2.0099 lumo_energy_ev="-3.745 / -3.637"
H 0.43843 2.08015 -3.24385 0.01 -0.03 -0.01 0.00
O 0.72991 2.11647 0.09712 0.16 -0.08 -0.04 0.03
C -3.89357 1.48917 -2.02223 -0.04 0.01 0.00 0.00
N 1.40440 -0.69241 1.20927 -0.09 0.10 -0.02 0.00
H 2.40004 3.16526 1.88583 0.00 0.01 0.02 0.00
C 2.48112 -1.41935 3.20268 -0.07 0.09 -0.14 0.00
H 0.41694 1.26458 2.65197 0.03 -0.01 -0.01 0.00
H -2.59809 2.34995 -0.42345 -0.04 -0.01 0.01 0.00
C -2.95150 1.40674 -0.82907 0.13 0.04 0.02 0.01
H -3.13429 0.38993 -3.76116 -0.01 -0.01 -0.01 0.00
H 2.76462 4.87194 1.49010 -0.01 -0.01 0.03 0.00
O -1.38865 0.96700 1.33971 0.21 -0.07 -0.22 0.07
C 1.65510 -0.50960 2.49730 0.11 -0.11 0.10 0.02
Br 4.36082 -5.10359 1.23274 0.01 -0.01 0.00 0.00
H 1.91074 1.25574 3.63108 -0.02 0.02 0.01 0.00
H 3.33879 -4.73135 -1.48133 0.01 -0.01 0.02 0.00
C 2.96307 -3.90393 -0.89683 0.00 0.03 0.03 0.00
W -0.14765 0.17846 -0.04381 -0.42 -0.46 0.11 1.64
H 0.53089 0.28519 4.10954 -0.04 0.01 -0.01 0.00
Br 1.76405 -3.11492 -3.35280 -0.04 0.05 -0.02 0.00
H 2.65280 -1.23504 4.25359 0.02 -0.02 0.01 0.00
H -1.86774 -1.18004 -2.33194 -0.05 0.00 -0.03 0.00
O -1.79253 0.68966 -1.40393 0.06 -0.01 0.01 0.04
C 1.55637 2.75367 -0.58697 -0.01 -0.02 -0.01 0.01
H -3.68516 2.36842 -2.62764 0.01 0.00 0.00 0.00
H 1.48549 0.81165 -2.91825 -0.03 0.01 0.01 0.00
O -2.61799 -3.09944 0.33399 -0.05 0.01 -0.01 0.00
H 2.45121 3.09112 -2.36949 0.03 -0.05 0.02 0.00
O 0.87023 -0.91983 -1.34061 -0.04 0.23 0.10 0.04
C -2.61980 0.46068 1.49542 0.07 0.09 0.03 0.01
C 3.27135 -3.79442 0.42969 -0.05 0.07 -0.04 0.00
H -4.16724 -1.45825 -0.76564 0.02 -0.02 0.02 0.00
H -4.92878 1.54859 -1.69051 0.00 0.00 -0.01 0.00
C -2.56440 -0.48025 -1.87495 0.10 0.00 0.05 0.01
C -3.22027 -0.96203 -0.56830 -0.05 -0.02 -0.09 0.00
O -3.04502 0.07942 2.54613 -0.08 0.05 -0.01 0.00
C -3.57858 0.18089 -2.79005 0.00 0.00 -0.01 0.00
N 1.82319 2.47585 -1.86988 -0.07 0.14 -0.03 0.01
N 0.97281 1.59588 -2.53320 -0.01 0.00 0.12 0.01
O 2.24869 3.75128 -0.10634 -0.05 -0.08 -0.02 0.01
H 3.64077 -3.20327 3.12068 0.00 0.00 0.01 0.00
H -4.47947 0.52143 0.46060 0.02 -0.01 0.01 0.00
C 2.15002 -2.93895 -1.52448 0.08 -0.05 0.05 0.01
H -4.44995 -0.45232 -2.94163 0.00 0.00 0.00 0.00
C -3.43097 0.38975 0.20178 -0.06 -0.04 0.04 0.00
C 2.10022 4.03574 1.30851 -0.01 0.02 -0.06 0.00
C 1.96307 -1.77313 0.55782 -0.01 0.00 -0.03 0.00
C 1.65034 -1.87980 -0.81547 0.03 0.04 0.01 0.01
O -1.08111 -1.49652 0.39679 0.13 0.21 -0.12 0.04
C 3.02355 -2.50026 2.57843 -0.01 0.00 -0.02 0.02
C -2.30651 -1.96853 0.11267 0.00 0.00 0.06 0.01
C 2.77537 -2.71078 1.20159 0.07 -0.07 0.03 0.00
C 1.08616 0.65171 3.24520 0.03 0.01 0.01 0.00
H 1.06871 4.30174 1.52358 0.01 -0.01 0.01 0.00